# C7H13N

One molecule with the formula C7H13N in a non-equilibrium geometry (wB97M-V/def2-TZVPD, the Open Molecules 2025 dataset).

Properties
HOMO energy, eV: -7.283
Max |F|, hartree/bohr: 0.0839

Positions of all 21 atoms, in Å:
C (-3.413, 0.170, 0.679)
C (-2.065, -0.490, 0.386)
C (-1.094, 0.415, -0.473)
N (2.267, 0.807, 1.252)
C (0.995, 0.778, 0.675)
C (0.349, 0.107, -0.388)
C (1.121, -0.773, -1.325)
C (2.469, -1.126, -1.287)
H (-3.454, 0.904, 1.436)
H (-4.041, 0.582, -0.094)
H (-4.169, -0.510, 1.177)
H (-2.196, -1.291, -0.342)
H (-1.635, -0.806, 1.384)
H (-1.121, 1.476, -0.017)
H (-1.460, 0.607, -1.481)
H (2.428, 1.229, 2.176)
H (3.119, 0.493, 0.743)
H (0.245, 1.354, 1.250)
H (0.482, -1.315, -2.099)
H (2.901, -1.173, -0.296)
H (2.856, -1.679, -2.203)


# C59H78BrNO2P2RbSbSi

C59H78BrNO2P2RbSbSi as an isolated structure in a non-equilibrium geometry (wB97M-V/def2-TZVPD, the Open Molecules 2025 dataset).

Properties
HOMO energy, eV: -1.244
Charge: -2
Max |F|, hartree/bohr: 0.0212

Positions of all 146 atoms, in Å:
Rb (-0.685, -2.623, -1.170)
C (-3.630, -0.925, -0.019)
Si (-1.984, -0.140, 0.659)
C (-2.692, 1.671, 0.830)
C (-3.434, 2.048, 1.955)
C (-3.914, 3.335, 2.137)
C (-3.659, 4.303, 1.178)
C (-2.934, 3.955, 0.049)
C (-2.461, 2.656, -0.143)
P (-1.542, 2.106, -1.641)
C (-2.099, 3.253, -3.017)
C (-3.625, 3.169, -3.138)
C (-4.084, 3.606, -4.535)
C (-3.216, 4.743, -5.098)
C (-2.617, 5.569, -3.967)
C (-1.635, 4.722, -3.143)
C (0.212, 2.557, -1.222)
C (0.525, 3.878, -0.519)
C (1.951, 3.854, 0.044)
C (2.932, 3.137, -0.900)
C (2.428, 3.155, -2.338)
C (1.110, 2.379, -2.466)
C (-2.076, -0.715, 2.522)
C (-3.084, -1.562, 2.993)
C (-2.995, -2.224, 4.211)
C (-1.865, -2.074, 4.996)
C (-0.856, -1.223, 4.562)
C (-0.966, -0.521, 3.366)
P (0.332, 0.627, 2.746)
C (0.648, 1.720, 4.219)
C (0.797, 1.187, 5.644)
C (1.294, 2.301, 6.580)
C (0.719, 3.675, 6.199)
C (-0.641, 3.506, 5.530)
C (-0.491, 2.765, 4.195)
C (1.732, -0.571, 2.441)
C (2.610, -0.053, 1.298)
C (3.606, 0.992, 1.788)
C (4.513, 0.394, 2.858)
C (3.693, -0.123, 4.034)
C (2.621, -1.109, 3.569)
H (-4.525, -0.544, 0.483)
H (-3.722, -0.690, -1.082)
H (-3.645, -2.017, 0.061)
H (-3.632, 1.301, 2.715)
H (-4.482, 3.584, 3.028)
H (-4.015, 5.319, 1.307)
H (-2.744, 4.719, -0.691)
H (-1.709, 2.722, -3.896)
H (-3.969, 2.153, -2.928)
H (-4.077, 3.801, -2.370)
H (-4.049, 2.749, -5.212)
H (-5.129, 3.925, -4.492)
H (-2.399, 4.328, -5.696)
H (-3.803, 5.371, -5.774)
H (-2.111, 6.457, -4.356)
H (-3.426, 5.930, -3.323)
H (-0.655, 4.741, -3.628)
H (-1.493, 5.186, -2.173)
H (0.464, 1.759, -0.507)
H (0.428, 4.707, -1.222)
H (-0.184, 4.061, 0.288)
H (2.286, 4.878, 0.231)
H (1.940, 3.345, 1.010)
H (3.927, 3.585, -0.830)
H (3.043, 2.099, -0.588)
H (2.277, 4.194, -2.651)
H (3.175, 2.732, -3.016)
H (0.591, 2.709, -3.369)
H (1.317, 1.315, -2.605)
H (-3.960, -1.726, 2.376)
H (-3.796, -2.883, 4.532)
H (-1.755, -2.627, 5.922)
H (0.034, -1.121, 5.170)
H (1.586, 2.226, 3.953)
H (-0.170, 0.809, 5.983)
H (1.489, 0.346, 5.692)
H (1.020, 2.058, 7.611)
H (2.387, 2.337, 6.550)
H (0.652, 4.316, 7.082)
H (1.391, 4.180, 5.499)
H (-1.299, 2.945, 6.199)
H (-1.122, 4.473, 5.364)
H (-1.437, 2.276, 3.937)
H (-0.301, 3.478, 3.388)
H (1.168, -1.424, 2.045)
H (3.158, -0.899, 0.873)
H (1.967, 0.342, 0.508)
H (4.203, 1.372, 0.957)
H (3.064, 1.850, 2.204)
H (5.062, -0.444, 2.415)
H (5.256, 1.123, 3.197)
H (4.345, -0.610, 4.766)
H (3.232, 0.726, 4.546)
H (3.126, -1.998, 3.173)
H (2.018, -1.452, 4.414)
N (-0.901, -1.922, -3.926)
C (-1.667, -2.703, -4.793)
C (-2.322, -2.119, -5.874)
C (-3.150, -2.877, -6.687)
C (-3.338, -4.225, -6.421)
C (-2.681, -4.800, -5.339)
C (-1.835, -4.070, -4.517)
C (-1.144, -4.736, -3.357)
C (0.222, -5.013, -3.504)
C (0.912, -5.678, -2.498)
C (0.213, -6.084, -1.368)
C (-1.142, -5.780, -1.246)
C (-1.898, -5.074, -2.209)
H (-0.509, -1.075, -4.313)
H (-0.215, -2.459, -3.419)
H (-2.192, -1.059, -6.063)
H (-3.657, -2.407, -7.523)
H (-3.995, -4.822, -7.041)
H (-2.831, -5.846, -5.099)
H (0.743, -4.728, -4.419)
H (1.971, -5.888, -2.602)
H (0.726, -6.636, -0.584)
H (-1.647, -6.130, -0.344)
Br (-0.914, -6.501, 4.837)
C (0.062, -5.578, 3.480)
C (-0.582, -4.616, 2.728)
C (0.139, -3.948, 1.749)
C (1.486, -4.213, 1.537)
C (2.106, -5.179, 2.322)
C (1.401, -5.877, 3.289)
C (2.312, -3.436, 0.512)
O (3.540, -3.440, 0.679)
O (1.661, -2.840, -0.384)
H (-1.623, -4.379, 2.900)
H (-0.365, -3.182, 1.177)
H (3.161, -5.359, 2.163)
H (1.883, -6.633, 3.895)
C (3.467, -1.430, -4.975)
Sb (2.733, -1.807, -2.952)
C (4.311, -3.181, -2.534)
C (3.754, -0.079, -2.163)
H (4.546, -1.271, -4.967)
H (2.982, -0.545, -5.387)
H (3.237, -2.276, -5.622)
H (5.257, -2.717, -2.812)
H (4.165, -4.088, -3.119)
H (4.287, -3.420, -1.473)
H (4.608, -0.403, -1.571)
H (3.094, 0.498, -1.526)
H (4.095, 0.541, -2.993)


# C34H71BrGaO9S2

C34H71BrGaO9S2 as an isolated structure in a non-equilibrium geometry (wB97M-V/def2-TZVPD, the Open Molecules 2025 dataset).

Properties
HOMO energy, eV: -3.958
Charge: -1
Max |F|, hartree/bohr: 0.0202

Positions of all 118 atoms, in Å:
C (3.844, -3.384, 1.417)
C (3.430, -3.444, -0.060)
C (3.072, -4.848, -0.486)
Br (2.784, -4.842, -2.453)
Ga (1.444, -5.704, 0.424)
C (1.663, -5.969, 2.434)
S (1.243, -7.861, -0.483)
C (-0.320, -4.751, 0.052)
C (-0.241, -3.247, -0.261)
C (0.027, -2.459, 1.021)
S (0.654, -0.780, 0.630)
H (4.723, -2.751, 1.507)
H (3.069, -2.922, 2.022)
H (4.098, -4.362, 1.811)
H (2.633, -2.736, -0.269)
H (4.285, -3.113, -0.653)
H (3.925, -5.502, -0.351)
H (2.712, -6.084, 2.696)
H (1.105, -6.857, 2.721)
H (1.235, -5.135, 2.985)
H (1.066, -7.583, -1.780)
H (-0.937, -4.850, 0.950)
H (-0.876, -5.234, -0.743)
H (0.476, -2.996, -1.036)
H (-1.238, -2.936, -0.601)
H (-0.887, -2.344, 1.589)
H (0.744, -3.014, 1.620)
H (1.596, -0.662, 1.576)
C (2.582, 4.555, 0.250)
C (1.888, 3.239, 0.534)
O (2.240, 2.214, 0.002)
C (0.736, 3.268, 1.503)
H (3.387, 4.394, -0.463)
H (1.870, 5.270, -0.166)
H (2.996, 4.965, 1.173)
H (-0.052, 3.927, 1.140)
H (1.074, 3.620, 2.481)
H (0.334, 2.261, 1.605)
C (6.481, -4.710, -3.666)
C (6.814, -4.095, -2.326)
O (6.487, -4.618, -1.288)
C (7.585, -2.795, -2.343)
H (5.918, -5.627, -3.514)
H (5.876, -4.019, -4.255)
H (7.406, -4.939, -4.202)
H (7.013, -2.031, -2.873)
H (8.544, -2.936, -2.846)
H (7.762, -2.461, -1.328)
C (-5.358, -4.990, -2.348)
C (-4.066, -5.738, -2.128)
O (-3.165, -5.256, -1.488)
C (-3.942, -7.110, -2.750)
H (-5.305, -4.026, -1.852)
H (-5.521, -4.822, -3.413)
H (-6.197, -5.560, -1.941)
H (-4.051, -7.041, -3.834)
H (-4.717, -7.771, -2.358)
H (-2.965, -7.526, -2.514)
C (-2.943, -1.147, -1.966)
C (-4.137, -0.960, -2.868)
O (-4.967, -1.833, -3.004)
C (-4.253, 0.361, -3.587)
H (-2.971, -2.140, -1.521)
H (-2.018, -1.044, -2.536)
H (-2.955, -0.396, -1.173)
H (-3.382, 0.513, -4.226)
H (-4.310, 1.179, -2.870)
H (-5.152, 0.367, -4.200)
C (-2.912, 4.150, 3.930)
C (-2.557, 5.121, 2.830)
O (-1.922, 4.767, 1.864)
C (-3.029, 6.542, 3.000)
H (-2.517, 3.166, 3.690)
H (-2.486, 4.489, 4.875)
H (-3.997, 4.083, 4.033)
H (-2.600, 6.966, 3.909)
H (-4.119, 6.567, 3.064)
H (-2.709, 7.134, 2.145)
C (-1.219, 9.223, 7.656)
C (-2.133, 8.572, 6.647)
O (-1.697, 7.906, 5.738)
C (-3.616, 8.790, 6.825)
H (-0.186, 8.988, 7.415)
H (-1.355, 10.305, 7.639)
H (-1.446, 8.854, 8.658)
H (-3.846, 9.855, 6.775)
H (-3.937, 8.404, 7.794)
H (-4.157, 8.271, 6.038)
C (-5.718, 4.149, -6.448)
C (-4.721, 3.913, -5.337)
O (-5.012, 3.279, -4.352)
C (-3.344, 4.503, -5.517)
H (-6.662, 3.673, -6.195)
H (-5.880, 5.219, -6.583)
H (-5.343, 3.727, -7.382)
H (-3.411, 5.588, -5.616)
H (-2.876, 4.095, -6.415)
H (-2.729, 4.261, -4.654)
C (10.919, 0.424, 0.109)
C (9.695, 0.515, -0.771)
O (8.918, -0.403, -0.870)
C (9.486, 1.809, -1.522)
H (10.948, -0.552, 0.588)
H (11.822, 0.557, -0.489)
H (10.886, 1.199, 0.877)
H (10.332, 1.998, -2.186)
H (9.397, 2.639, -0.819)
H (8.576, 1.742, -2.112)
C (-6.085, -0.268, 1.954)
C (-4.803, -1.042, 2.163)
O (-3.911, -0.603, 2.850)
C (-4.703, -2.379, 1.472)
H (-6.035, 0.672, 2.499)
H (-6.227, -0.060, 0.892)
H (-6.936, -0.848, 2.316)
H (-4.796, -2.248, 0.392)
H (-5.500, -3.038, 1.821)
H (-3.741, -2.837, 1.691)